# C7H9N4

An isolated ion of composition C7H9N4 and charge +1 (ωB97M-V/def2-TZVPD, OMol25).

- Lowest unoccupied orbital energy: -6.67 eV
- Relative energy (zero: lowest compared OMol25 entry of this formula, charge and spin): 667.7 kJ/mol
- Total charge: +1
- HOMO: -13.589 eV
- Orbital gap: 6.92 eV
- Structure (SMILES): C1=C\C2=[N+]=NC(=NC2)CNC/1

Last column: Löwdin charge in e.
Positions of all 20 atoms, in Å:
C 1.282 1.070 1.036  0.005
C 0.767 1.782 0.043  -0.036
C -0.446 1.402 -0.626  -0.149
N -1.486 0.966 0.064  0.190
N -2.023 -0.166 0.060  0.217
C -1.263 -0.993 -0.708  -0.317
N -0.866 -0.606 -1.845  0.203
C -0.509 0.781 -2.007  -0.091
C -0.592 -1.907 0.293  -0.127
N 0.552 -1.135 0.560  -0.058
C 0.733 -0.182 1.662  -0.146
H 2.200 1.542 1.476  0.146
H 1.264 2.473 -0.593  0.122
H -1.097 1.223 -2.917  0.190
H 0.473 0.887 -2.463  0.152
H -1.153 -2.001 1.207  0.131
H -0.408 -2.892 -0.064  0.131
H 1.444 -1.629 0.321  0.170
H 1.402 -0.596 2.443  0.138
H -0.275 -0.019 2.059  0.128

***

# Ca3H8NO7

Ca3H8NO7 as an isolated structure (ωB97M-V/def2-TZVPD, OMol25).

- Lowest unoccupied orbital energy: -16.81 eV
- Total charge: +5
- HOMO: -25.158 eV
- Orbital gap: 8.35 eV

Last column: Löwdin charge in e.
Positions of all 19 atoms, in Å:
Ca 3.703 2.281 1.603  1.848
Ca 1.703 -3.366 -0.312  1.848
Ca -1.007 2.170 -2.391  1.848
N 1.145 0.251 -0.287  -0.480
O 2.052 1.011 0.140  -0.079
O 1.205 -0.992 -0.050  -0.126
O 0.131 0.708 -0.873  -0.119
O 2.018 3.853 1.700  -0.156
H 1.133 3.675 2.065  0.111
H 2.275 4.710 2.108  0.131
O -0.295 -3.726 0.698  -0.152
H -1.116 -3.563 0.205  0.099
H -0.579 -3.762 1.636  0.135
O -2.122 0.190 -3.117  -0.137
H -2.288 -0.396 -3.880  0.125
H -2.889 0.036 -2.534  0.100
O -1.807 -0.836 1.405  -0.019
H -0.928 -0.806 1.018  -0.026
H -2.333 -1.439 0.867  0.048

***

What is the total charge in the second record? +5

***

What is the lowest unoccupied orbital energy in the first record? -6.67 eV